Here is an isolated molecule of C22H23N3O in a non-equilibrium geometry from OMol25. Energies are from ωB97M-V/def2-TZVPD.

Calculated values
HOMO: -6.95 eV
Relative energy (zero: lowest compared OMol25 entry of this formula, charge and spin): 107.1 kcal/mol
LUMO: 0.16 eV
Molecular weight: 345.446 u

Cartesian coordinates (Å):
C1 -6.354 3.624 -0.263
O1 -5.810 2.359 0.196
C2 -4.493 2.047 0.073
C3 -4.057 0.848 0.682
C4 -2.722 0.451 0.649
C5 -1.796 1.128 -0.169
C6 -0.277 0.711 -0.505
C7 0.624 1.825 -0.029
C8 1.982 1.777 -0.337
N1 3.126 1.868 -0.603
C9 0.183 3.007 0.589
N2 -0.092 4.020 1.104
C10 -2.230 2.347 -0.733
C11 -3.539 2.817 -0.628
H1 -7.414 3.579 0.009
H2 -5.889 4.480 0.249
H3 -6.268 3.737 -1.354
H4 -4.806 0.254 1.198
H5 -2.434 -0.360 1.319
H6 -0.221 0.765 -1.594
H7 -1.510 2.999 -1.242
H8 -3.807 3.780 -1.071
C12 5.293 -1.470 2.501
C13 5.070 -0.587 1.439
C14 4.134 -0.905 0.456
C15 3.309 -2.024 0.584
C16 2.262 -2.301 -0.477
C17 1.456 -1.113 -1.081
C18 0.632 -1.670 -2.231
C19 -0.575 -2.303 -1.540
C20 -0.614 -1.777 -0.107
N3 0.290 -0.559 -0.129
C21 3.564 -2.936 1.623
C22 4.538 -2.654 2.587
H9 6.053 -1.238 3.251
H10 5.623 0.351 1.354
H11 4.051 -0.274 -0.429
H12 2.811 -2.767 -1.326
H13 1.579 -3.095 -0.134
H14 2.118 -0.291 -1.343
H15 0.329 -0.872 -2.912
H16 1.198 -2.402 -2.812
H17 -1.514 -2.082 -2.060
H18 -0.467 -3.394 -1.501
H19 -1.620 -1.565 0.247
H20 -0.146 -2.461 0.606
H21 0.698 -0.447 0.810
H22 3.008 -3.878 1.672
H23 4.724 -3.350 3.411